A) CH5N3S | ωB97M-V/def2-TZVPD

LUMO energy, eV: 0.2367
E_HOMO, eV: -8.50
HOMO-LUMO gap, eV: 8.735

Geometry as ORCA input:
```
! RIJCOSX wB97M-V def2-TZVPD def2/J DEFGRID3
* xyz 0 1
C 0.35 0.17 -0.87
H -2.13 -1.83 -0.41
H 0.13 -2.07 -0.02
H 1.03 0.76 -1.59
H -0.15 -0.25 0.97
H 1.49 2.55 1.72
N -0.96 -1.33 -0.11
N -0.35 -0.90 -1.26
N 0.38 0.62 0.42
S 0.22 2.29 1.16
*
```

---

B) CH5N3S | ωB97M-V/def2-TZVPD

LUMO energy, eV: 0.6212
E_HOMO, eV: -8.63
HOMO-LUMO gap, eV: 9.250

Geometry as ORCA input:
```
! RIJCOSX wB97M-V def2-TZVPD def2/J DEFGRID3
* xyz 0 1
C -0.17 -0.68 1.01
H -0.47 1.13 -0.77
H -2.23 1.03 -0.82
H -0.17 -1.37 1.76
H 1.80 0.32 1.20
H 1.04 0.07 -1.96
N -1.29 0.50 -0.52
N -1.24 -0.55 0.36
N 1.00 0.21 0.58
S 1.73 -0.66 -0.84
*
```

---

C) CH5N3S | ωB97M-V/def2-TZVPD

LUMO energy, eV: -0.1899
E_HOMO, eV: -8.13
HOMO-LUMO gap, eV: 7.943

Geometry as ORCA input:
```
! RIJCOSX wB97M-V def2-TZVPD def2/J DEFGRID3
* xyz 0 1
C 2.24 0.03 -0.02
N -1.72 -0.89 0.13
N -0.75 -0.20 -0.10
N -2.96 -0.64 0.19
S 1.09 -1.29 0.49
H 1.89 0.45 -0.92
H 3.23 -0.36 0.09
H 2.31 0.79 0.77
H -3.37 0.31 0.04
H -3.59 -1.40 0.71
*
```

---

Most stable of them? B).

---

A) C3H7N3 | ωB97M-V/def2-TZVPD

LUMO energy (spin up / spin down), eV: 0.9513 / -1.2772
E_HOMO (spin up / spin down), eV: -6.83 / -10.23
HOMO-LUMO gap (spin up / spin down), eV: 7.777 / 8.955

Geometry as ORCA input:
```
! RIJCOSX wB97M-V def2-TZVPD def2/J DEFGRID3
* xyz 0 3
C 1.96 0.14 -0.26
C -0.35 0.82 0.48
C 0.64 -0.22 0.05
N 3.06 0.42 -0.46
N -1.68 0.34 0.16
N 0.33 -1.49 0.37
H -0.09 1.80 0.04
H -0.28 0.91 1.57
H 0.39 -0.11 -2.14
H -2.40 0.93 0.57
H -1.81 0.34 -0.85
H 0.90 -2.23 -0.01
H -0.66 -1.66 0.47
*
```

---

B) C3H7N3 | ωB97M-V/def2-TZVPD

LUMO energy (spin up / spin down), eV: 1.0280 / -2.1399
E_HOMO (spin up / spin down), eV: -5.28 / -10.02
HOMO-LUMO gap (spin up / spin down), eV: 6.309 / 7.884

Geometry as ORCA input:
```
! RIJCOSX wB97M-V def2-TZVPD def2/J DEFGRID3
* xyz 0 3
C -3.33 -0.28 0.41
C -0.06 1.01 -0.71
C -0.17 -0.41 -0.33
N -3.43 0.59 1.07
N 0.79 -1.09 -1.05
N -0.35 -0.88 0.87
H -0.53 1.72 -0.07
H 1.04 1.09 -0.69
H -0.34 1.11 -1.78
H 0.95 -2.05 -0.85
H 0.71 -0.77 -2.02
H -0.82 -0.35 1.49
H -3.42 -1.10 -0.03
*
```

---

Most stable of them? A).

---

A) C20H25N3O4S | ωB97M-V/def2-TZVPD

LUMO energy, eV: 0.5316
E_HOMO, eV: -7.67
HOMO-LUMO gap, eV: 8.205

Geometry as ORCA input:
```
! RIJCOSX wB97M-V def2-TZVPD def2/J DEFGRID3
* xyz 0 1
C -4.22 -2.85 0.75
C -4.27 -1.59 1.56
C -3.30 -1.34 2.52
C -3.36 -0.19 3.29
C -4.39 0.73 3.09
C -5.35 0.48 2.13
C -5.29 -0.67 1.37
H -6.05 -0.85 0.62
H -6.14 1.20 1.98
H -4.41 1.62 3.70
O -2.44 0.14 4.26
C -1.48 -0.82 4.63
C -0.38 -1.05 3.58
O 0.24 -2.08 3.54
N -0.21 0.03 2.78
C 0.70 0.22 1.74
C 1.68 -0.71 1.40
C 2.56 -0.46 0.37
C 2.49 0.72 -0.38
C 1.50 1.65 -0.03
C 0.63 1.40 1.01
H -0.12 2.14 1.25
H 1.40 2.57 -0.58
N 3.40 0.95 -1.39
C 3.93 -0.14 -2.19
H 3.38 -1.05 -1.96
C 3.81 0.19 -3.69
N 2.69 1.05 -3.97
S 1.23 0.36 -4.36
O 0.38 1.42 -4.79
O 1.52 -0.73 -5.25
C 0.50 -0.35 -2.85
H 1.07 -1.22 -2.56
H -0.51 -0.63 -3.12
H 0.49 0.39 -2.06
C 2.68 2.33 -3.29
H 3.08 3.10 -3.96
C 3.54 2.24 -2.02
H 3.29 3.03 -1.32
H 4.60 2.36 -2.29
H 1.64 2.57 -3.07
H 4.71 0.68 -4.06
H 3.65 -0.72 -4.27
H 4.99 -0.31 -1.94
H 3.33 -1.19 0.17
H 1.75 -1.63 1.97
H -0.84 0.81 2.96
H -1.01 -0.43 5.53
H -1.94 -1.79 4.87
H -2.51 -2.06 2.65
H -3.19 -3.21 0.65
H -4.63 -2.69 -0.25
H -4.80 -3.63 1.24
*
```

---

B) C20H25N3O4S | ωB97M-V/def2-TZVPD

LUMO energy, eV: 0.7204
E_HOMO, eV: -8.80
HOMO-LUMO gap, eV: 9.523

Geometry as ORCA input:
```
! RIJCOSX wB97M-V def2-TZVPD def2/J DEFGRID3
* xyz 0 1
C 7.75 -2.84 1.47
C 6.24 -3.02 1.50
H 5.86 -3.21 0.49
H 5.97 -3.86 2.15
O 5.68 -1.82 2.01
C 4.34 -1.72 2.15
C 3.43 -2.72 1.82
C 2.07 -2.50 2.02
C 1.63 -1.30 2.54
C 2.53 -0.30 2.87
C 3.88 -0.51 2.68
H 4.60 0.25 2.93
H 2.15 0.62 3.28
S -0.11 -1.01 2.80
O -0.84 -2.17 2.35
O -0.33 -0.57 4.15
N -0.32 0.33 1.80
C -1.34 1.27 2.21
C -2.74 0.77 1.88
H -2.92 -0.14 2.46
H -3.48 1.52 2.17
C -2.87 0.44 0.39
C -2.84 1.70 -0.47
O -1.91 2.48 -0.49
N -3.95 1.88 -1.22
H -4.66 1.18 -1.25
C -4.07 2.98 -2.17
C -3.78 2.52 -3.57
N -4.79 2.56 -4.43
C -4.58 2.14 -5.67
C -3.36 1.66 -6.12
C -2.30 1.61 -5.22
C -2.51 2.05 -3.92
H -1.72 2.04 -3.19
H -1.33 1.24 -5.52
H -3.23 1.34 -7.14
H -5.43 2.20 -6.33
H -5.07 3.39 -2.12
H -3.33 3.73 -1.86
C -1.75 -0.52 -0.03
C -0.38 0.02 0.39
H 0.40 -0.73 0.19
H -0.15 0.93 -0.15
H -1.76 -0.68 -1.11
H -1.91 -1.48 0.47
H -3.83 -0.07 0.23
H -1.23 1.41 3.29
H -1.14 2.22 1.70
H 1.34 -3.26 1.78
H 3.75 -3.66 1.42
H 8.12 -2.64 2.48
H 8.01 -2.00 0.83
H 8.22 -3.74 1.09
*
```

---

Most stable of them? B).

---

A) C6H9Cl | ωB97M-V/def2-TZVPD

LUMO energy, eV: -1.0931
E_HOMO, eV: -9.61
HOMO-LUMO gap, eV: 8.517

Geometry as ORCA input:
```
! RIJCOSX wB97M-V def2-TZVPD def2/J DEFGRID3
* xyz 0 1
C 1.17 1.53 0.39
C 0.15 0.48 -0.11
C 0.17 -1.87 1.18
C -0.89 -2.02 0.11
C -0.03 -0.81 0.26
C -0.60 1.07 -1.30
Cl 1.25 3.86 0.03
H 2.08 1.52 -0.21
H 1.20 1.63 1.42
H -0.34 -1.87 2.17
H 0.91 -2.65 1.17
H -0.76 -2.65 -0.67
H -1.86 -1.92 0.41
H -0.94 0.19 -1.99
H -1.45 1.62 -1.04
H -0.05 1.89 -1.81
*
```

---

B) C6H9Cl | ωB97M-V/def2-TZVPD

LUMO energy, eV: 0.6511
E_HOMO, eV: -8.76
HOMO-LUMO gap, eV: 9.414

Geometry as ORCA input:
```
! RIJCOSX wB97M-V def2-TZVPD def2/J DEFGRID3
* xyz 0 1
C 0.85 -0.90 0.59
C -0.29 -0.22 -0.08
C -1.14 0.54 0.91
C -0.72 -0.46 -1.32
C 0.12 -1.18 -2.34
C 1.46 -1.31 -2.34
H 0.75 -0.96 1.72
H 0.85 -1.93 0.30
H 1.78 -0.40 0.37
H -2.07 0.97 0.55
H -1.53 -0.21 1.63
H -1.76 -0.31 -1.62
H -0.48 -1.47 -3.20
H 1.90 -1.83 -3.19
H 2.17 -0.90 -1.63
Cl -0.19 1.67 1.92
*
```

---

Most stable of them? B).

---

A) C2H7N2S | ωB97M-V/def2-TZVPD

LUMO energy (spin up / spin down), eV: -3.1150 / -7.9231
E_HOMO (spin up / spin down), eV: -8.99 / -15.04
HOMO-LUMO gap (spin up / spin down), eV: 5.873 / 7.115

Geometry as ORCA input:
```
! RIJCOSX wB97M-V def2-TZVPD def2/J DEFGRID3
* xyz 1 3
C 0.68 0.28 -0.35
C -0.64 -0.53 -0.44
N 0.30 -1.09 0.48
N 0.63 1.43 0.36
S -2.16 0.27 0.08
H 1.62 0.26 -1.08
H -0.77 -1.18 -1.33
H 0.07 -0.73 1.47
H 0.49 -2.04 0.44
H -0.41 1.58 0.78
H 1.36 1.94 0.78
H -2.79 -0.78 0.59
*
```

---

B) C2H7N2S | ωB97M-V/def2-TZVPD

LUMO energy (spin up / spin down), eV: -4.3185 / -6.9123
E_HOMO (spin up / spin down), eV: -11.41 / -14.45
HOMO-LUMO gap (spin up / spin down), eV: 7.090 / 7.540

Geometry as ORCA input:
```
! RIJCOSX wB97M-V def2-TZVPD def2/J DEFGRID3
* xyz 1 3
C 2.11 -0.39 0.13
C -4.12 -0.03 -0.02
N 3.31 0.15 0.07
N 1.00 0.25 -0.15
S -0.54 -0.43 -0.08
H 2.02 -1.43 0.43
H -4.52 0.91 0.31
H -3.11 -0.09 -0.38
H -4.75 -0.90 -0.02
H 4.13 -0.39 0.32
H 3.45 1.12 -0.17
H 1.04 1.22 -0.44
*
```

---

Most stable of them? B).

---

A) C8H10N5O | ωB97M-V/def2-TZVPD

LUMO energy, eV: -5.1257
E_HOMO, eV: -11.75
HOMO-LUMO gap, eV: 6.627

Geometry as ORCA input:
```
! RIJCOSX wB97M-V def2-TZVPD def2/J DEFGRID3
* xyz 1 1
C 0.49 1.72 -0.07
C -0.77 1.19 -0.07
C 1.61 0.85 0.07
C 1.27 -0.53 0.09
C -0.99 -0.25 -0.07
C 3.77 2.06 -0.09
C -3.34 -0.16 0.22
C -2.22 -2.35 -0.08
N 0.11 -1.09 -0.05
N 2.35 -1.43 0.13
N 2.92 1.15 0.06
N 3.41 -0.90 0.08
N -2.15 -0.89 -0.06
O 4.55 -0.92 -0.07
H 0.50 2.74 -0.09
H -1.71 1.67 -0.17
H 4.84 1.63 -0.02
H 3.43 3.17 -0.14
H -4.06 -0.44 -0.63
H -3.83 -0.21 1.13
H -3.25 0.99 0.03
H -2.66 -2.58 0.89
H -2.90 -2.51 -1.03
H -1.37 -2.93 -0.08
*
```

---

B) C8H10N5O | ωB97M-V/def2-TZVPD

LUMO energy (spin up / spin down), eV: -6.2087 / -6.2120
E_HOMO (spin up / spin down), eV: -12.50 / -12.50
HOMO-LUMO gap (spin up / spin down), eV: 6.287 / 6.284

Geometry as ORCA input:
```
! RIJCOSX wB97M-V def2-TZVPD def2/J DEFGRID3
* xyz 1 1
C -0.23 -1.65 -1.25
C 0.46 -0.64 -0.59
C -1.62 -1.78 -0.92
C -2.13 -0.88 0.00
C -0.22 0.23 0.35
C -2.70 -3.80 -1.84
C 1.79 1.57 0.49
C -0.30 2.34 1.61
N -1.50 0.09 0.59
N -3.79 -2.21 -0.57
N -2.69 -2.66 -1.21
N -3.46 -1.22 0.15
N 0.49 1.19 0.99
O -4.24 -0.70 0.91
H 0.08 -2.19 -2.10
H 1.48 -0.26 -1.03
H -3.55 -4.39 -1.71
H -1.84 -4.35 -2.15
H 2.14 2.51 1.02
H 2.69 0.82 0.70
H 1.95 1.76 -0.61
H -0.74 1.93 2.57
H 0.39 3.09 1.94
H -1.25 2.72 1.11
*
```

---

Most stable of them? B).